This record from OMol25 describes C18H48Be3N4O8 as an isolated structure at a distorted geometry. The level of theory is wB97M-V/def2-TZVPD.

Each line ends with the Löwdin charge.
Element x y z (Å)
Be (1.574, 1.971, 3.015)  1.265
Be (-3.064, -0.159, 1.914)  1.255
Be (1.337, -2.009, 0.114)  0.984
C (-0.201, 0.171, 1.366)  -1.097
O (-0.778, 1.081, 1.949)  -0.035
O (-0.800, -0.802, 0.897)  -0.040
O (1.008, 0.153, 1.338)  0.011
C (2.220, -6.197, -1.918)  -0.008
C (1.710, -4.853, -1.428)  -0.400
C (0.266, -5.014, -0.779)  -0.171
O (-0.280, -3.748, -0.406)  -0.247
C (-1.532, -3.944, 0.322)  -0.040
N (2.568, -4.176, -0.464)  0.081
H (1.854, -6.970, -1.242)  0.097
H (3.310, -6.213, -1.932)  0.097
H (1.785, -6.426, -2.890)  0.105
H (1.431, -4.118, -2.183)  0.125
H (0.303, -5.673, 0.088)  0.135
H (-0.377, -5.608, -1.429)  0.146
H (-2.119, -4.818, 0.039)  0.118
H (-2.099, -3.032, 0.138)  0.060
H (-1.298, -3.895, 1.386)  0.097
H (3.499, -4.261, -0.844)  0.094
H (2.572, -4.773, 0.351)  0.103
C (0.601, 1.038, -2.537)  -0.049
C (0.575, -0.388, -2.921)  -0.415
C (1.942, -0.938, -3.029)  -0.160
O (2.652, -1.239, -1.792)  -0.231
C (3.981, -1.593, -2.162)  -0.073
N (-0.116, -1.088, -1.844)  0.095
H (0.988, 1.634, -3.364)  0.115
H (1.257, 1.220, -1.685)  0.084
H (-0.412, 1.378, -2.322)  0.062
H (0.057, -0.335, -3.879)  0.169
H (2.554, -0.275, -3.640)  0.149
H (1.867, -1.911, -3.513)  0.137
H (4.616, -1.737, -1.288)  0.089
H (4.451, -0.804, -2.749)  0.110
H (3.987, -2.496, -2.773)  0.104
H (-0.939, -0.548, -1.618)  0.049
H (-0.552, -1.918, -2.217)  0.099
C (-3.289, 1.380, -2.467)  -0.016
C (-3.204, 1.361, -0.961)  -0.454
C (-3.960, 2.468, -0.273)  -0.132
O (-3.565, 2.387, 1.123)  -0.261
C (-4.005, 3.536, 1.818)  -0.078
N (-3.776, 0.104, -0.576)  0.102
H (-2.483, 0.782, -2.892)  0.079
H (-3.221, 2.376, -2.904)  0.113
H (-4.298, 1.163, -2.817)  0.114
H (-2.161, 1.417, -0.648)  0.117
H (-5.031, 2.599, -0.432)  0.160
H (-3.517, 3.408, -0.603)  0.145
H (-3.779, 3.504, 2.884)  0.096
H (-5.089, 3.582, 1.713)  0.117
H (-3.520, 4.429, 1.423)  0.102
H (-3.364, -0.610, -1.160)  0.093
H (-4.690, 0.133, -1.006)  0.119
C (0.129, 5.670, 3.976)  -0.007
C (-0.782, 4.480, 3.564)  -0.403
C (-0.764, 4.245, 2.068)  -0.186
O (0.539, 3.900, 1.579)  -0.196
C (0.528, 3.562, 0.196)  -0.078
N (-0.308, 3.333, 4.277)  0.095
H (1.132, 5.761, 3.559)  0.095
H (0.147, 5.880, 5.046)  0.102
H (-0.323, 6.496, 3.427)  0.099
H (-1.829, 4.676, 3.798)  0.157
H (-1.091, 5.132, 1.525)  0.154
H (-1.416, 3.444, 1.719)  0.085
H (0.241, 4.416, -0.417)  0.116
H (-0.204, 2.818, -0.117)  0.068
H (1.495, 3.240, -0.188)  0.103
H (-0.315, 3.660, 5.233)  0.118
H (-1.127, 2.744, 4.215)  0.090
C (4.615, -2.635, 1.735)  -0.095
O (3.611, -1.749, 1.229)  -0.155
H (4.479, -3.611, 1.269)  0.069
H (5.643, -2.394, 1.466)  0.107
H (4.478, -2.829, 2.799)  0.101
H (3.680, -0.945, 1.749)  0.076

Calculated values
LUMO energy (eV): -14.98
Gap between HOMO and LUMO (eV): 5.0
Net charge: +4
E_HOMO (eV): -20.01
Relative energy (zero: lowest compared OMol25 entry of this formula, charge and spin) (kJ/mol): 0.0

***

This record from OMol25 describes a 3-piece molecular cluster, C2H2N3O overall at a distorted geometry. The level of theory is wB97M-V/def2-TZVPD.

Each line ends with the Mulliken spin population.
Element x y z (Å)
C (-0.144, 0.160, 0.493)  -0.006
C (-0.654, -2.028, -1.833)  0.754
N (1.315, 2.380, 2.172)  0.001
N (1.170, 3.435, 2.468)  0.000
N (-0.481, -0.594, -0.291)  0.386
O (0.293, -1.919, -2.477)  0.799
H (0.246, 0.912, 1.152)  0.003
H (-1.746, -2.346, -1.684)  0.063

Calculated values
LUMO energy (alpha / beta) (eV): -5.07 / -11.92
Gap between HOMO and LUMO (alpha / beta) (eV): 8.3 / 6.6
Multiplicity: 3
Net charge: +1
E_HOMO (alpha / beta) (eV): -13.41 / -18.54
Relative energy (zero: lowest compared OMol25 entry of this formula, charge and spin) (kJ/mol): 386.5

***

This record from OMol25 describes one molecule with the formula C6H15N3 at a distorted geometry. The level of theory is wB97M-V/def2-TZVPD.

Each line ends with the Löwdin charge.
Element x y z (Å)
C (-0.458, 1.790, -0.702)  0.072
C (-0.216, 0.595, -0.188)  -0.208
N (-1.474, -0.321, 0.264)  -0.236
C (-2.703, 0.381, 0.538)  -0.139
N (-1.760, -1.509, -0.458)  0.019
C (0.982, -0.227, -0.004)  -0.551
C (1.154, -0.726, 1.425)  -0.043
C (2.255, 0.941, -0.280)  -0.027
N (1.079, -1.292, -0.956)  0.065
H (-1.465, 2.117, -0.906)  0.053
H (0.328, 2.449, -1.025)  0.055
H (-2.519, 1.135, 1.304)  0.079
H (-3.131, 0.874, -0.349)  0.067
H (-3.437, -0.336, 0.912)  0.075
H (-1.396, -2.310, 0.058)  0.069
H (-1.215, -1.474, -1.325)  0.062
H (1.018, 0.097, 2.122)  0.090
H (0.408, -1.488, 1.640)  0.071
H (2.148, -1.151, 1.557)  0.078
H (2.201, 1.772, 0.417)  0.061
H (2.250, 1.273, -1.315)  0.054
H (3.163, 0.373, -0.089)  0.052
H (1.787, -1.976, -0.722)  0.089
H (0.999, -0.986, -1.917)  0.093

Calculated values
SMILES string: C=C(N(C)N)C(C)(C)N
LUMO energy (eV): 0.92
Gap between HOMO and LUMO (eV): 8.8
Net charge: 0
E_HOMO (eV): -7.85
Relative energy (zero: lowest compared OMol25 entry of this formula, charge and spin) (kJ/mol): 292.7

***

This record from OMol25 describes C26H42AgClN6O5Si2Te as an isolated structure. The level of theory is wB97M-V/def2-TZVPD.

Each line ends with the Löwdin charge.
Element x y z (Å)
Ag (-0.085, 1.048, -0.565)  0.580
N (-0.318, 1.156, -4.045)  0.202
C (-0.281, 2.418, -3.625)  -0.424
N (-0.582, 3.378, -4.506)  0.174
C (-0.497, 4.613, -4.032)  -0.448
N (-0.833, 5.622, -4.856)  0.163
N (-0.097, 4.955, -2.791)  0.168
C (0.167, 3.926, -2.010)  -0.288
N (0.075, 2.645, -2.339)  0.124
C (0.647, 4.244, -0.628)  -0.218
C (0.717, 5.559, -0.189)  -0.004
C (1.205, 5.803, 1.083)  -0.050
C (1.618, 4.735, 1.862)  -0.046
C (1.505, 3.456, 1.337)  -0.142
N (1.021, 3.214, 0.125)  0.067
H (-0.594, 0.986, -4.994)  0.112
H (-0.038, 0.389, -3.446)  0.051
H (-1.093, 5.418, -5.802)  0.104
H (-0.727, 6.568, -4.541)  0.102
H (0.395, 6.354, -0.843)  0.107
H (1.266, 6.815, 1.460)  0.110
H (2.014, 4.884, 2.857)  0.108
H (1.810, 2.584, 1.904)  0.076
C (-0.158, -6.881, -4.715)  -0.047
C (0.064, -5.608, -3.948)  -0.255
C (1.055, -5.518, -2.979)  -0.008
C (1.256, -4.352, -2.257)  -0.202
C (2.322, -4.321, -1.193)  -0.042
C (0.468, -3.225, -2.542)  -0.097
C (0.731, -1.998, -1.763)  -0.200
O (0.651, -0.860, -2.188)  -0.041
C (-0.542, -3.293, -3.515)  -0.173
C (-1.473, -2.161, -3.846)  -0.030
C (-0.727, -4.494, -4.188)  -0.004
H (0.467, -7.687, -4.336)  0.073
H (0.075, -6.740, -5.772)  0.084
H (-1.200, -7.197, -4.651)  0.083
H (1.677, -6.382, -2.771)  0.114
H (2.872, -5.261, -1.181)  0.079
H (1.884, -4.181, -0.205)  0.068
H (3.041, -3.516, -1.356)  0.089
H (1.056, -2.154, -0.722)  0.116
H (-1.464, -1.361, -3.117)  0.032
H (-2.495, -2.533, -3.911)  0.091
H (-1.218, -1.743, -4.824)  0.088
H (-1.525, -4.559, -4.920)  0.126
C (1.241, -1.600, 5.214)  -0.189
Si (2.342, -1.604, 3.703)  0.369
C (4.136, -1.515, 4.235)  -0.185
C (2.083, -3.140, 2.667)  -0.189
C (1.938, -0.111, 2.635)  -0.577
Te (-0.140, -0.118, 2.034)  1.316
C (-0.700, 1.460, 3.366)  -0.562
Si (-2.405, 2.229, 3.055)  0.398
C (-2.512, 2.765, 1.270)  -0.174
C (-2.484, 3.741, 4.164)  -0.184
C (-3.752, 1.034, 3.537)  -0.169
H (1.475, -2.446, 5.864)  0.032
H (0.185, -1.667, 4.946)  0.018
H (1.388, -0.687, 5.796)  0.033
H (4.414, -2.379, 4.841)  0.031
H (4.325, -0.619, 4.830)  0.029
H (4.802, -1.488, 3.370)  0.030
H (2.226, -4.045, 3.260)  0.036
H (2.814, -3.159, 1.857)  0.025
H (1.080, -3.183, 2.235)  0.020
H (2.545, -0.078, 1.728)  0.008
H (2.101, 0.824, 3.173)  -0.003
H (0.039, 2.259, 3.265)  -0.013
H (-0.628, 1.063, 4.380)  0.009
H (-1.640, 3.362, 0.987)  0.013
H (-3.402, 3.376, 1.103)  0.041
H (-2.583, 1.905, 0.602)  -0.005
H (-1.701, 4.459, 3.909)  0.024
H (-2.363, 3.469, 5.215)  0.030
H (-3.446, 4.248, 4.062)  0.031
H (-3.739, 0.141, 2.912)  0.012
H (-4.731, 1.504, 3.424)  0.037
H (-3.649, 0.733, 4.582)  0.034
O (-3.720, -1.714, -1.323)  -0.308
Cl (-2.688, -1.112, -0.542)  0.636
O (-2.207, 0.089, -1.246)  -0.449
O (-3.180, -0.714, 0.750)  -0.385
O (-1.576, -2.025, -0.378)  -0.395

Calculated values
LUMO energy (eV): -0.21
Gap between HOMO and LUMO (eV): 7.6
Net charge: 0
E_HOMO (eV): -7.78
Relative energy (zero: lowest compared OMol25 entry of this formula, charge and spin) (kJ/mol): 16.9